[1]
86
Properties=species:S:1:pos:R:3:forces:R:3 method="wB97M-V/def2-TZVPD" total_energy_ha=-5935.32402 total_charge=-2 homo_ev="0.188 / -1.292" e_above_lowest_kcal_mol=0.0 gap_ev="3.70 / 5.18" lumo_energy_ev="3.9 / 3.9" spin_multiplicity=2
Pb 0.781 -0.012 -0.121 0.1 0.0 0.0
C -0.452 -0.695 4.320 -0.1 -0.1 0.1
C -0.270 -0.776 2.970 0.1 0.3 -0.2
N 0.214 0.257 2.225 -0.2 -0.4 0.0
C 0.457 1.441 2.852 0.2 0.4 0.0
C 0.286 1.607 4.254 -0.1 -0.4 0.0
C -0.154 0.509 5.002 0.0 0.2 -0.1
C 0.546 2.888 4.832 0.1 0.3 0.1
C 0.936 3.961 4.090 -0.1 -0.2 0.2
C 1.100 3.827 2.692 0.1 0.2 -0.4
C 1.481 4.885 1.852 -0.1 -0.1 0.3
C 1.615 4.692 0.502 0.0 -0.1 -0.3
C 1.366 3.399 -0.012 0.1 0.2 0.1
N 1.010 2.394 0.735 -0.1 -0.2 -0.1
C 0.863 2.560 2.085 0.0 -0.2 0.1
H -0.845 -1.554 4.850 0.0 0.0 0.0
H -0.521 -1.668 2.411 0.0 0.0 0.0
H -0.296 0.608 6.071 0.0 0.0 0.0
H 0.412 2.993 5.905 0.0 0.0 0.0
H 1.118 4.924 4.555 0.0 0.0 0.0
H 1.666 5.860 2.293 0.0 0.0 0.0
H 1.908 5.493 -0.163 0.0 0.0 0.0
H 1.480 3.198 -1.073 0.0 0.0 0.0
C -6.289 -1.236 1.356 0.0 0.0 0.0
C -5.994 -1.226 -0.135 0.0 0.0 0.0
O -5.231 -0.095 -0.532 0.0 0.0 0.0
P -3.612 -0.012 -0.259 0.1 0.1 0.0
S -2.968 1.465 -1.381 0.0 0.0 0.0
S -2.797 -1.798 -0.334 0.0 -0.1 0.0
O -3.573 0.400 1.315 0.0 0.0 0.0
C -3.989 1.703 1.726 0.0 0.0 0.0
C -2.794 2.474 2.242 0.0 0.0 0.0
H -6.923 -2.091 1.608 0.0 0.0 0.0
H -6.804 -0.320 1.652 0.0 0.0 0.0
H -5.361 -1.310 1.920 0.0 0.0 0.0
H -6.922 -1.167 -0.710 0.0 0.0 0.0
H -5.464 -2.139 -0.418 0.0 0.0 0.0
H -4.744 1.562 2.508 0.0 0.0 0.0
H -4.453 2.232 0.890 0.0 0.0 0.0
H -2.286 1.919 3.033 0.0 0.0 0.0
H -3.103 3.448 2.635 0.0 0.0 0.0
H -2.085 2.634 1.430 0.0 0.0 0.0
Se 3.382 -0.316 0.131 0.0 -0.1 0.0
C 5.674 -6.668 -0.422 0.0 0.0 0.0
C 5.870 -5.247 0.125 0.0 0.0 0.0
C 6.285 -5.380 1.597 0.0 0.0 0.0
C 7.022 -4.582 -0.632 0.0 0.0 0.0
C 4.588 -4.346 0.004 0.0 0.0 0.0
O 4.819 -3.240 0.852 0.0 0.1 0.0
C 4.310 -3.802 -1.407 0.0 0.0 0.0
C 3.973 -4.789 -2.529 0.0 0.0 0.0
C 3.430 -4.064 -3.732 0.0 0.0 0.0
C 4.288 -3.388 -4.595 0.0 0.0 0.0
C 3.806 -2.694 -5.693 0.0 0.0 0.0
C 2.442 -2.674 -5.926 0.0 0.0 0.0
Cl 1.826 -1.812 -7.317 0.0 0.0 0.0
C 1.561 -3.320 -5.078 0.0 0.0 0.0
C 2.063 -4.013 -3.986 0.0 0.0 0.0
C 3.369 -5.118 0.553 0.0 0.0 0.0
N 2.133 -4.377 0.429 0.1 0.1 -0.1
C 1.777 -3.229 1.014 0.0 0.0 0.0
N 0.631 -2.804 0.517 0.1 0.0 0.1
C 0.327 -3.744 -0.404 -0.1 0.0 -0.1
N 1.208 -4.717 -0.509 0.0 0.0 0.0
H 6.640 -7.182 -0.428 0.0 0.0 0.0
H 5.285 -6.685 -1.439 0.0 0.0 0.1
H 5.003 -7.256 0.206 0.0 0.0 0.0
H 7.228 -5.933 1.656 0.0 0.0 0.0
H 5.547 -5.935 2.180 0.0 0.0 0.0
H 6.418 -4.403 2.054 0.0 0.0 0.0
H 7.963 -5.086 -0.394 0.0 0.0 0.0
H 7.108 -3.533 -0.349 0.0 0.0 0.0
H 6.879 -4.639 -1.714 0.0 0.0 0.0
H 4.345 -2.416 0.551 0.0 0.0 0.0
H 5.161 -3.185 -1.700 0.0 0.0 0.0
H 3.489 -3.084 -1.308 0.0 0.0 0.0
H 3.231 -5.513 -2.188 0.0 0.0 0.0
H 4.862 -5.347 -2.839 0.0 0.0 0.0
H 5.355 -3.398 -4.401 0.0 0.0 0.0
H 4.476 -2.167 -6.359 0.0 0.0 0.0
H 0.497 -3.270 -5.262 0.0 0.0 0.0
H 1.384 -4.506 -3.302 0.0 0.0 0.0
H 3.542 -5.329 1.608 0.0 0.0 0.0
H 3.198 -6.057 0.030 0.0 0.0 0.0
H 2.380 -2.718 1.748 0.0 0.0 0.0
H -0.567 -3.696 -1.007 0.0 0.0 0.0



[2]
81
Properties=species:S:1:pos:R:3:forces:R:3 method="wB97M-V/def2-TZVPD" total_energy_ha=-8124.47713 homo_ev="-7.883 / -7.863" e_above_lowest_kcal_mol=0.0 gap_ev="7.95 / 8.14" lumo_energy_ev="0.1 / 0.3" spin_multiplicity=2
Co -0.951 1.140 1.441 0.3 0.4 -0.4
O -0.783 3.493 4.488 0.1 0.2 -0.1
S -0.356 2.633 3.433 -0.1 -0.4 0.2
O -0.810 1.229 3.523 0.0 0.0 0.2
O -0.704 3.055 2.043 -0.1 0.3 0.0
C 1.418 2.559 3.435 0.0 0.0 0.0
C 2.075 3.125 4.514 0.1 0.0 0.0
C 3.461 3.083 4.577 0.0 0.0 0.0
C 4.177 2.483 3.556 0.0 0.0 -0.1
C 3.511 1.925 2.473 0.1 0.0 0.0
C 2.124 1.941 2.394 -0.1 0.0 0.0
P 1.292 1.278 0.882 -0.3 0.0 0.3
C 1.815 2.537 -0.332 0.0 -0.1 0.0
C 1.010 3.653 -0.539 -0.1 0.0 0.0
C 1.410 4.648 -1.417 0.0 0.0 0.0
C 2.612 4.534 -2.100 0.0 0.0 0.0
C 3.422 3.428 -1.892 0.0 0.0 0.0
C 3.029 2.435 -1.006 0.0 0.1 0.0
C 2.229 -0.211 0.440 0.0 -0.1 0.0
C 2.202 -0.646 -0.887 0.0 0.0 0.0
C 2.708 -1.889 -1.228 0.0 0.0 0.0
C 3.239 -2.718 -0.249 0.0 0.0 0.0
C 3.270 -2.295 1.070 0.0 0.0 0.0
C 2.769 -1.048 1.414 0.0 0.0 0.0
H 1.487 3.598 5.289 0.0 0.0 0.0
H 3.980 3.523 5.419 0.0 0.0 0.0
H 5.259 2.453 3.595 0.0 0.0 0.0
H 4.086 1.469 1.675 0.0 0.0 0.0
H 0.073 3.752 -0.005 0.0 0.0 0.0
H 0.776 5.512 -1.571 0.0 0.0 0.0
H 2.919 5.308 -2.792 0.0 0.0 0.0
H 4.364 3.334 -2.417 0.0 0.0 0.0
H 3.672 1.577 -0.854 0.0 0.0 0.0
H 1.774 -0.012 -1.655 0.0 0.0 0.0
H 2.675 -2.215 -2.260 0.0 0.0 0.0
H 3.621 -3.695 -0.515 0.0 0.0 0.0
H 3.667 -2.941 1.842 0.0 0.0 0.0
H 2.782 -0.742 2.453 0.0 0.0 0.0
C -3.736 -1.125 -2.999 0.0 0.0 0.0
Ge -2.021 -1.450 -3.871 0.0 0.1 0.0
C -0.903 -2.632 -2.798 0.1 0.0 0.0
C -2.304 -2.203 -5.659 0.0 0.0 0.0
C -1.018 0.235 -4.039 -0.1 0.0 0.0
Se -0.817 1.168 -2.332 0.1 0.0 0.0
C -2.440 2.234 -2.356 0.0 -0.1 0.0
H -4.271 -2.066 -2.861 0.0 0.0 0.0
H -4.354 -0.461 -3.606 0.0 0.0 0.0
H -3.593 -0.681 -2.013 0.0 0.0 0.0
H -1.407 -3.570 -2.565 0.0 0.0 0.0
H -0.646 -2.134 -1.861 0.0 0.0 0.0
H 0.020 -2.861 -3.336 0.0 0.0 0.0
H -2.828 -3.157 -5.584 0.0 0.0 0.0
H -1.353 -2.377 -6.165 0.0 0.0 0.0
H -2.904 -1.533 -6.277 0.0 0.0 0.0
H -1.450 0.946 -4.745 0.0 -0.1 0.0
H -0.006 0.020 -4.386 0.0 0.0 0.0
H -3.319 1.598 -2.429 0.0 0.0 0.0
H -2.409 2.943 -3.181 0.0 0.0 0.0
H -2.469 2.779 -1.413 0.0 0.0 0.0
C -0.189 -2.024 3.292 0.0 0.0 0.0
N -0.192 -3.051 2.263 0.0 0.0 0.1
C -1.061 -4.149 2.636 -0.1 0.0 0.0
C -0.473 -2.517 0.929 -0.1 -0.1 -0.1
C -1.790 -1.787 0.790 -0.1 0.0 0.1
C -2.967 -2.482 0.513 0.1 0.0 0.0
C -4.201 -1.844 0.507 -0.1 -0.1 0.0
C -4.283 -0.488 0.775 0.0 0.2 0.0
C -3.111 0.217 1.033 0.0 -0.2 -0.1
C -1.868 -0.417 1.033 0.1 -0.3 -0.1
H 0.184 -2.447 4.227 0.0 0.0 0.0
H -1.182 -1.591 3.484 0.0 0.0 0.0
H 0.466 -1.201 3.005 0.0 0.0 0.0
H -0.707 -4.589 3.570 0.0 0.0 0.0
H -1.039 -4.924 1.867 0.0 0.0 0.0
H -2.109 -3.845 2.789 0.0 0.0 0.0
H -0.434 -3.353 0.225 0.0 0.0 0.0
H 0.328 -1.829 0.672 0.1 0.0 0.0
H -2.914 -3.547 0.307 0.0 0.0 0.0
H -5.101 -2.410 0.295 0.0 0.0 0.0
H -5.240 0.019 0.783 0.0 0.0 0.0
H -3.194 1.291 1.249 0.0 0.0 0.0